Record 1
117
Properties=species:S:1:pos:R:3:mulliken_charge:R:1 method="wB97M-V/def2-TZVPD" de_lowest_ev=0.667 lumo_energy_ha=0.003 homo_lumo_gap_ev=9.46 mol_weight_da=598.90 energy_ev=-54843.0021
C 14.94113 -1.95963 14.30632 -1.046
C 16.03100 -1.73449 13.26564 0.225
O 15.83956 -2.61473 12.16463 -0.220
H 14.78702 -1.03264 14.86535 0.379
H 15.22107 -2.72361 15.02752 -0.011
H 13.99726 -2.20333 13.81932 0.351
H 17.00179 -1.91140 13.74030 -0.161
H 15.99432 -0.68946 12.94220 0.445
H 16.09427 -2.22230 11.31333 0.074
C 21.80171 -7.67695 12.23009 -1.206
C 21.71529 -7.10367 10.83377 0.177
O 20.70046 -7.83722 10.09045 -0.438
H 22.17909 -8.69876 12.24822 0.364
H 20.81793 -7.67448 12.70056 0.142
H 22.47587 -7.03992 12.80586 0.400
H 22.66218 -7.18761 10.29595 0.431
H 21.41350 -6.05318 10.91562 -0.029
H 20.66101 -7.46895 9.20184 0.162
C 19.90844 -2.67789 14.66682 -0.354
C 19.54965 -2.29247 16.09228 -0.331
O 18.15395 -2.09548 16.25363 -0.486
H 19.61654 -1.87702 13.98809 0.102
H 19.39275 -3.60427 14.40092 -0.175
H 20.98443 -2.84569 14.57828 0.468
H 20.01739 -1.34201 16.36614 0.328
H 19.90362 -3.03255 16.82278 0.247
H 17.71450 -2.92682 15.98665 0.227
C 19.92886 -4.41688 7.73357 -0.182
C 21.31906 -3.98206 7.30674 -0.392
O 21.93277 -4.94208 6.46176 -0.562
H 19.96006 -5.39191 8.23067 -0.182
H 19.38698 -4.64103 6.80832 0.395
H 19.41304 -3.69579 8.36104 0.106
H 21.99276 -3.79052 8.14374 0.267
H 21.24391 -3.01517 6.78791 0.330
H 21.56728 -4.84527 5.57818 0.334
C 14.51531 -7.81288 9.11869 -0.434
C 13.16905 -8.17821 9.73215 -0.226
O 12.55508 -7.03380 10.32903 -0.550
H 14.34663 -7.02795 8.37767 0.346
H 14.94932 -8.65092 8.56365 0.338
H 15.22464 -7.47515 9.87065 -0.200
H 13.25992 -8.88308 10.55815 0.200
H 12.50779 -8.60152 8.96674 0.308
H 12.40115 -6.39854 9.61263 0.372
C 15.77979 -8.74867 17.58399 -1.292
C 16.54895 -9.27457 16.39342 0.766
O 15.84823 -10.36973 15.86879 -0.559
H 14.85824 -8.24902 17.28555 0.323
H 16.36432 -8.01367 18.14783 0.310
H 15.56352 -9.54516 18.29732 0.389
H 17.57459 -9.55534 16.67571 0.215
H 16.66309 -8.46575 15.65081 -0.396
H 16.28289 -10.72367 15.07819 0.286
C 16.62878 -4.85412 17.96872 -1.542
C 16.27255 -5.32683 16.58876 0.739
O 16.80573 -4.42540 15.61899 -0.049
H 16.12710 -5.47551 18.71076 0.469
H 16.30682 -3.82229 18.10559 0.392
H 17.70820 -4.90573 18.11841 0.269
H 15.17674 -5.37355 16.49926 0.341
H 16.61731 -6.34784 16.40410 -0.483
H 16.66547 -4.83280 14.73359 0.287
C 20.92774 -2.06826 10.13732 0.357
C 20.79200 -0.54976 10.23832 -0.692
O 19.84467 -0.04647 9.26381 -0.576
H 21.27932 -2.32249 9.13518 -0.057
H 19.98070 -2.57225 10.33186 -0.507
H 21.66254 -2.44567 10.84933 0.383
H 21.77654 -0.11373 10.03836 0.433
H 20.46347 -0.19271 11.21136 0.276
H 20.31925 0.01530 8.43027 0.303
C 15.41211 -10.12805 12.41217 -0.809
C 16.76574 -10.77536 12.34942 0.406
O 17.17100 -11.38998 13.57519 -0.595
H 15.38147 -9.33688 13.16385 0.271
H 14.58586 -10.81549 12.59195 0.456
H 15.22547 -9.67600 11.43532 -0.086
H 17.55278 -10.06836 12.05321 -0.195
H 16.74947 -11.44977 11.47686 0.319
H 18.00298 -11.83825 13.39442 0.271
C 18.55697 -10.17048 8.87694 -0.668
C 19.62105 -11.09743 9.45180 -0.409
O 20.12678 -10.62278 10.70272 -0.538
H 18.02107 -9.67179 9.69872 -0.060
H 17.77083 -10.69152 8.32993 0.379
H 18.96184 -9.33841 8.30168 0.330
H 20.45646 -11.12176 8.73343 0.257
H 19.29726 -12.12735 9.58098 0.379
H 20.31721 -9.68142 10.55138 0.289
O 17.16298 -1.12552 10.06124 -0.559
H 16.79654 -0.26874 10.30549 0.287
H 18.08128 -0.93367 9.81545 0.207
C 11.92795 -3.14863 9.65248 -1.323
C 12.82033 -3.67627 8.55772 0.347
C 14.27926 -3.71517 8.92454 -0.861
O 12.37301 -5.02714 8.21591 -0.622
H 10.92376 -2.91428 9.30994 0.354
H 12.35878 -2.24836 10.09134 0.344
H 11.88084 -3.90530 10.44233 0.299
H 12.64556 -3.11026 7.63367 0.284
H 14.65461 -2.78383 9.35609 0.310
H 14.90931 -4.01563 8.08501 0.417
H 14.45772 -4.44699 9.72263 0.107
H 12.80620 -5.22561 7.37949 0.287
C 17.57844 -7.18141 12.14687 -0.772
C 17.79674 -5.71373 12.44010 2.004
C 18.19389 -4.92656 11.20892 -1.037
O 16.57686 -5.16176 12.99358 -0.869
H 18.41292 -7.62780 11.60218 -0.151
H 16.65540 -7.29923 11.57716 -0.272
H 17.45614 -7.74199 13.07780 0.073
H 18.56369 -5.60252 13.21807 -0.216
H 17.42211 -4.92367 10.43325 0.208
H 19.12560 -5.30203 10.78398 0.037
H 18.31304 -3.87350 11.48956 0.277
H 16.41524 -4.30572 12.55167 0.122

=====

Record 2
10
Properties=species:S:1:pos:R:3:mulliken_charge:R:1 method="wB97M-V/def2-TZVPD" de_lowest_ev=5.842 lumo_energy_ha="0.012 / 0.011" homo_lumo_gap_ev="7.66 / 9.04" mol_weight_da=58.08 energy_ev=-5146.0773
H -3.98759 0.46039 0.00000 0.239
C -3.56529 -0.68758 0.00000 -0.669
H -3.31315 -1.32484 1.01683 0.215
H -3.31315 -1.32484 -1.01683 0.215
N 0.82876 1.70353 0.00000 -0.317
N 1.22548 0.63736 0.00000 0.122
C 2.82393 0.12001 0.00000 -0.558
H 2.96467 -0.90391 0.00000 0.275
H 3.16818 0.65994 -0.91864 0.239
H 3.16818 0.65994 0.91864 0.239

=====

Record 3
50
Properties=species:S:1:pos:R:3:mulliken_charge:R:1 method="wB97M-V/def2-TZVPD" de_lowest_ev=2.688 lumo_energy_ha=0.012 homo_lumo_gap_ev=7.72 mol_weight_da=429.23 energy_ev=-36216.3922
Ag 15.65826 -7.88284 4.71432 0.625
C 15.94650 -10.19568 2.45252 -0.137
O 17.04993 -9.37700 3.14527 -0.317
O 14.77994 -9.50447 2.82474 -0.830
C 16.36461 -10.45126 0.96971 0.748
F 17.57238 -10.98252 0.87774 -0.273
F 15.53331 -11.34601 0.36076 -0.273
F 16.40229 -9.30281 0.29939 -0.255
C 17.90975 -10.10945 4.01915 -0.426
C 18.60747 -9.05281 4.93489 -0.753
H 18.81402 -8.07082 4.50930 0.161
H 17.91934 -8.91943 5.76963 -0.097
H 19.56386 -9.45938 5.26370 0.476
H 18.74405 -10.44324 3.40220 0.424
H 17.46962 -10.85680 4.67935 0.347
H 15.79418 -11.14080 2.97373 0.291
C 16.15650 -6.77953 8.74509 -1.370
C 16.80693 -5.87517 7.63853 0.442
C 18.31859 -6.02999 7.65723 -0.845
O 18.91457 -5.10527 6.70399 -0.390
C 20.07650 -5.53439 6.08739 -0.336
N 16.33483 -6.13636 6.29071 -0.061
H 16.25035 -6.31892 9.72852 0.450
H 16.43794 -7.82596 8.86296 0.315
H 15.07004 -6.76670 8.65828 0.296
H 16.54934 -4.84236 7.87314 0.297
H 18.52509 -7.07309 7.41770 0.231
H 18.78509 -5.90288 8.63413 0.438
H 20.63956 -4.84069 5.46301 0.283
H 19.76788 -6.31149 5.38812 0.003
H 20.70592 -5.93747 6.88077 0.309
H 15.33170 -6.01898 6.29730 -0.161
H 16.66608 -5.36800 5.72504 0.217
C 11.55091 -6.49360 5.84585 -1.804
C 13.03461 -6.93455 5.85301 0.624
C 13.15757 -8.45636 5.99262 -0.827
O 14.40853 -8.68023 6.49988 -0.098
C 14.87389 -10.05761 6.50842 -0.924
N 13.66231 -6.37737 4.67235 -0.537
H 11.14898 -6.57826 6.85549 0.433
H 10.94530 -7.11616 5.18725 0.399
H 11.39729 -5.42778 5.67697 0.431
H 13.54957 -6.39058 6.64484 0.104
H 13.18446 -8.90675 5.00039 0.438
H 12.40556 -8.94287 6.61384 0.516
H 15.93209 -10.13698 6.25940 0.216
H 14.34615 -10.78337 5.88966 0.358
H 14.77055 -10.45633 7.51762 0.361
H 13.10570 -6.62895 3.86799 0.239
H 13.73967 -5.37309 4.59794 0.241

=====

Record 4
27
Properties=species:S:1:pos:R:3:mulliken_charge:R:1 method="wB97M-V/def2-TZVPD" de_lowest_ev=4.654 lumo_energy_ha=0.001 homo_lumo_gap_ev=9.06 mol_weight_da=162.13 energy_ev=-18717.4813 smiles=O.O.O.O.O.O.O.O.O
H 1.27511 -2.26930 -0.55700 0.269
H 0.26934 -1.27973 0.00798 0.296
H 5.32197 -0.03621 -0.76200 0.319
H 3.96980 -0.71711 -0.62762 0.309
H -3.89963 1.99670 -0.02683 0.302
H -3.36617 0.81895 0.77215 0.305
H -3.14157 -2.59991 1.23413 0.316
H -4.08051 -1.40910 1.13212 0.310
H 1.65308 2.91046 -0.30357 0.301
H 1.32503 3.40268 -1.70362 0.281
H 0.56230 -2.12808 2.59703 0.279
H 1.96151 -1.80499 2.09916 0.310
H -0.16887 2.05417 2.31210 0.308
H 0.84095 2.29645 3.42188 0.317
H 0.42836 0.65375 -2.41784 0.286
H -0.40264 1.03466 -1.20360 0.316
H -2.09990 0.12770 -2.11808 0.271
H -2.13322 -0.89143 -3.24515 0.264
O 0.37538 -2.21110 -0.21628 -0.597
O 4.86364 -0.72467 -0.26709 -0.629
O -3.19133 1.74652 0.57709 -0.623
O -3.48447 -1.95413 0.60613 -0.610
O 1.38285 2.59898 -1.17475 -0.543
O 1.20860 -2.38209 1.92863 -0.575
O 0.40764 2.73334 2.68002 -0.625
O 0.17325 0.34022 -1.54285 -0.652
O -1.52492 -0.41703 -2.66731 -0.506

=====

Record 5
56
Properties=species:S:1:pos:R:3:mulliken_charge:R:1 method="wB97M-V/def2-TZVPD" de_lowest_ev=0.222 lumo_energy_ha="0.011 / -0.001" homo_lumo_gap_ev="4.80 / 7.74" mol_weight_da=493.76 spin_multiplicity=5 energy_ev=-58855.6241
C -2.39409 -0.68775 -3.07284 -0.798
C -1.45519 -0.28010 -2.12110 0.572
N -0.54788 -1.15660 -1.63680 0.202
C -0.70799 -2.45961 -1.90261 0.556
C -1.63731 -2.91976 -2.83091 -0.738
C -2.47910 -2.01644 -3.45395 -0.646
C -1.43278 1.21962 -1.90072 -1.099
P -1.10380 2.04934 -0.26938 0.683
Rh 1.45235 -0.84243 -0.43320 -0.453
P 1.07801 -2.81739 0.20479 1.450
C 0.09996 -3.50594 -1.19089 -1.336
O -5.57787 1.24198 1.63658 -0.624
O -2.71095 -1.55824 0.61243 -0.565
H -3.06909 0.05914 -3.48491 0.382
H -1.67288 -3.98559 -3.03210 0.472
H -3.20910 -2.34167 -4.18905 0.417
C 0.70835 2.24304 -0.65979 -1.100
C -1.47347 3.82048 -0.63548 -1.393
H -0.57399 -4.26790 -0.78294 0.468
H 0.80355 -4.01478 -1.86306 0.470
H -2.37720 1.63439 -2.20170 0.441
H -0.68893 1.64085 -2.60275 0.385
C 2.52665 -3.84681 0.43991 -1.436
C 0.01445 -3.02732 1.65092 -1.265
H -2.12228 2.03153 0.81016 -0.139
H -3.24941 -1.36112 1.40625 0.252
H -5.94876 2.06387 1.98529 0.308
H -6.19371 1.02208 0.91639 0.311
H 2.92238 -1.10204 -0.82768 -0.066
H -3.02816 -2.45818 0.32695 0.280
H 0.78757 2.86704 -1.56292 0.636
H 1.27612 2.72253 0.14425 0.223
H 1.20130 1.27090 -0.92309 0.317
H -0.97807 4.13667 -1.56035 0.368
H -2.55768 3.90955 -0.72213 0.445
H -1.09610 4.41443 0.20892 0.400
H -0.14368 -4.09470 1.84400 0.450
H 0.48883 -2.57643 2.52888 0.437
H -0.94142 -2.52230 1.42129 0.170
H 2.24420 -4.84359 0.78972 0.404
H 3.03718 -3.91228 -0.52459 0.388
H 3.18746 -3.35909 1.16430 0.344
Cl 0.11406 1.23726 2.91690 -0.192
C 1.60747 1.92429 2.37528 0.704
C 1.86046 3.28391 2.62131 -0.551
C 3.03628 3.85983 2.11114 -0.414
C 3.96721 3.06657 1.43547 -0.656
C 3.69565 1.71810 1.18394 -0.191
C 2.52033 1.11249 1.65759 -0.122
C 2.23527 -0.33800 1.35993 -1.343
H 1.17052 3.88311 3.22533 0.394
H 3.25240 4.91434 2.28357 0.362
H 4.91241 3.50217 1.08655 0.348
H 4.38867 1.09961 0.60132 0.374
H 3.18974 -0.87781 1.30468 0.408
H 1.59207 -0.77525 2.13092 0.308

=====

Record 6
150
Properties=species:S:1:pos:R:3:mulliken_charge:R:1 method="wB97M-V/def2-TZVPD" lumo_energy_ha=0.016 homo_lumo_gap_ev=8.22 mol_weight_da=896.41 energy_ev=-92512.9914
C 1.67418 -3.69089 1.84177 -1.499
C 1.41670 -4.63596 0.62003 2.136
C 1.75743 -5.99852 1.15846 -1.614
C 0.78990 -6.65709 2.06224 -0.621
C -0.58129 -6.64422 1.37098 -1.528
C -1.02902 -5.24734 0.91383 1.806
N 0.05696 -4.68672 0.06199 -0.120
O -0.17637 -3.29264 -0.31929 -0.038
C -2.26174 -5.30547 -0.00697 -1.186
C -1.44795 -4.38621 2.18123 -1.339
C 2.44552 -4.17371 -0.44329 -1.790
H 1.31265 -2.75749 1.56102 0.584
H 2.75314 -3.68604 2.11111 0.362
H 1.16502 -4.12195 2.67418 -0.140
H 2.07392 -6.68334 0.33408 0.397
H 2.76119 -5.98384 1.66713 0.378
H 0.81209 -6.14411 3.01733 0.225
H 1.05552 -7.64510 2.26386 0.534
H -1.40879 -7.03605 2.01943 0.368
H -0.52091 -7.28624 0.52066 0.465
H -2.11538 -5.92170 -0.91404 0.382
H -3.06056 -5.72673 0.66740 0.334
H -2.54419 -4.27743 -0.16970 0.104
H -1.42632 -5.02145 3.05764 0.630
H -0.95229 -3.45966 2.38017 -0.389
H -2.53086 -4.41793 2.15636 0.415
H 2.22992 -4.52662 -1.42738 0.525
H 3.41981 -4.60281 -0.19749 0.437
H 2.48173 -3.04057 -0.49794 0.005
H -0.68543 -3.32039 -1.14968 0.307
C 1.25378 4.16820 -2.04132 -1.962
C 1.24832 4.37029 -3.54130 2.620
C 2.01400 5.56473 -3.90335 -1.733
C 2.25216 5.74968 -5.44237 -0.665
C 2.87848 4.45296 -6.03739 -1.451
C 2.14461 3.13265 -5.65046 1.664
N 1.94975 3.14843 -4.12617 -0.181
O 1.41375 1.95483 -3.64510 -0.188
C 0.87122 2.93662 -6.51349 -1.411
C 3.09981 1.95499 -6.02130 -2.056
C -0.19245 4.50471 -4.01845 -1.660
H 2.30242 4.15772 -1.71017 0.469
H 0.74501 3.31442 -1.70381 -0.078
H 0.80619 5.00473 -1.51695 0.530
H 1.45215 6.34116 -3.43479 0.436
H 2.90442 5.63084 -3.34659 0.596
H 2.98639 6.48975 -5.54153 0.488
H 1.27014 5.91123 -5.93765 0.332
H 3.85884 4.16870 -5.74950 0.579
H 2.92417 4.53395 -7.15418 0.314
H 0.45550 1.94337 -6.29375 0.377
H 0.12986 3.75118 -6.50605 0.222
H 1.13444 2.77540 -7.61578 0.408
H 3.67693 2.03737 -6.94530 0.353
H 3.85747 1.88347 -5.26989 0.495
H 2.45805 1.11557 -5.98397 0.419
H -0.79862 3.63622 -4.13809 -0.263
H -0.26056 5.08007 -4.94456 0.329
H -0.61605 5.09288 -3.22962 0.647
H 0.66396 1.63223 -4.22448 0.368
C 3.25218 3.19987 2.62024 -1.888
C 2.59523 1.77714 2.77419 1.842
C 2.39727 1.06416 1.45740 0.363
C 3.62376 0.40710 0.85428 -1.027
C 4.28292 -0.51620 1.83503 -0.563
C 4.64573 0.20324 3.17440 1.676
N 3.40799 0.84148 3.70803 0.644
O 3.51376 1.48968 4.93082 -0.709
C 5.05037 -0.81955 4.18704 -1.853
C 5.75032 1.29430 2.91871 -1.546
C 1.22594 1.99788 3.44809 -1.672
H 2.41326 3.84407 2.49053 0.623
H 3.91329 3.24067 1.76142 0.489
H 3.69838 3.59684 3.56946 0.138
H 1.65150 0.25998 1.58226 -0.593
H 1.96347 1.83210 0.72073 -0.136
H 4.39175 1.16756 0.60501 0.276
H 3.50665 -0.14111 -0.06738 0.581
H 5.15995 -0.92971 1.36216 0.513
H 3.58664 -1.31813 2.16179 -0.440
H 5.99123 -1.32533 3.96616 0.450
H 5.17928 -0.53115 5.20822 0.408
H 4.35090 -1.63646 4.28596 0.113
H 5.97418 1.81314 3.87562 0.366
H 6.67204 0.90770 2.53336 0.412
H 5.36792 2.09086 2.24329 0.277
H 1.43601 2.44641 4.37663 0.633
H 0.75318 1.01704 3.52456 0.089
H 0.63343 2.65958 2.79808 0.336
H 4.26841 2.06398 4.85562 0.371
N -5.10307 0.23957 2.58505 0.064
C -4.15972 1.23764 2.68972 -0.429
C -3.17517 0.80310 3.50486 -0.550
C -3.43437 -0.59633 3.78737 0.227
C -4.71689 -0.84662 3.30996 -1.329
H -5.78410 0.16605 1.83585 0.283
H -4.18918 2.18696 2.12879 0.255
H -2.29964 1.31222 3.92418 0.459
H -2.84998 -1.13981 4.51660 0.670
H -5.42812 -1.61411 3.60978 0.353
N 1.44264 -1.51322 4.44337 0.212
C 0.11164 -1.63351 4.18980 -0.070
C -0.41380 -2.67151 4.83836 0.237
C 0.66464 -3.22256 5.60746 -1.833
C 1.80282 -2.47237 5.31290 -0.489
H 2.13763 -0.83163 4.12330 0.185
H -0.45209 -0.85378 3.71030 -0.083
H -1.39928 -3.03649 4.71800 0.711
H 0.69423 -3.86824 6.43109 0.551
H 2.83281 -2.54582 5.59884 0.445
N -2.51951 5.34672 0.90764 0.113
C -3.81124 5.00033 0.76965 -0.200
C -3.92122 3.77798 0.15339 -1.573
C -2.59213 3.31951 -0.01905 1.160
C -1.75869 4.30132 0.41463 -1.081
H -2.13797 6.19610 1.24559 0.166
H -4.64221 5.67355 1.09024 0.357
H -4.84079 3.31682 -0.07930 0.508
H -2.28912 2.37618 -0.51857 0.032
H -0.67632 4.47206 0.39865 0.451
N -5.44049 -1.83412 -0.69754 0.461
C -6.69148 -2.16647 -1.09327 -0.627
C -7.14232 -3.28124 -0.37616 -0.608
C -6.03913 -3.74537 0.42498 -0.849
C -4.97566 -2.87285 0.14944 -0.149
H -4.87971 -1.20812 -1.20845 0.160
H -7.17994 -1.64827 -1.89256 0.446
H -8.13541 -3.70897 -0.43712 0.404
H -6.06386 -4.54359 1.14899 0.445
H -3.99808 -2.85735 0.57097 0.346
C -3.38762 -0.46630 -5.33227 -0.769
S -2.29974 0.99483 -5.38470 0.428
O -1.07809 0.56306 -4.62543 -0.708
C -3.27877 2.01425 -4.23885 -0.485
H -2.94058 -1.14352 -6.02460 0.390
H -4.44141 -0.22450 -5.43223 0.395
H -3.24216 -0.84472 -4.29654 0.014
H -2.76935 2.96030 -4.09749 0.180
H -3.25235 1.46601 -3.28786 -0.154
H -4.30191 2.12536 -4.58121 0.534
C -1.74997 -0.51078 0.59791 0.664
S -1.62080 -0.74460 -1.17964 -0.049
O -2.98143 -0.40471 -1.70114 -0.437
C -0.39128 0.46742 -1.54794 0.499
H -0.90382 -0.92158 1.09201 -0.271
H -2.59408 -0.94232 0.99831 -0.266
H -1.85837 0.56697 0.91961 0.108
H -0.26457 0.59936 -2.64898 -0.157
H 0.50277 0.02391 -1.13199 0.229
H -0.69781 1.35049 -1.00412 -0.275